(1)
Molecular formula: C40H33GdIN6OP2Se2
Method: DFT, wB97M-V/def2-TZVPD

Geometry (Å):
1 Gd 2.89 0.66 0.50
2 Se -2.55 -4.02 1.70
3 P -2.77 -2.30 0.50
4 C -2.79 -2.90 -1.21
5 C -4.03 -3.25 -1.78
6 C -4.11 -3.83 -3.05
7 C -2.97 -4.10 -3.83
8 C -1.74 -3.81 -3.23
9 C -1.62 -3.21 -1.98
10 C -4.26 -1.31 0.78
11 C -5.03 -0.71 -0.27
12 C -6.36 -0.37 0.01
13 C -6.92 -0.42 1.27
14 C -6.14 -0.97 2.29
15 C -4.81 -1.35 2.08
16 C -1.17 -1.55 0.71
17 C -0.54 -0.26 0.63
18 N 0.82 -0.47 0.40
19 N 1.03 -1.82 0.41
20 N -0.10 -2.48 0.62
21 P -1.03 1.43 0.87
22 Se 0.82 2.62 0.68
23 C -2.22 1.92 -0.40
24 C -1.78 1.88 -1.73
25 C -2.64 2.19 -2.74
26 C -3.83 2.86 -2.52
27 C -4.25 3.01 -1.21
28 C -3.48 2.50 -0.15
29 C -1.69 1.69 2.51
30 C -1.95 0.65 3.42
31 C -2.43 0.95 4.73
32 C -2.61 2.28 5.12
33 C -2.37 3.32 4.19
34 C -1.88 3.07 2.90
35 H -4.91 -3.02 -1.20
36 H -5.15 -3.92 -3.40
37 H -3.13 -4.64 -4.79
38 H -0.86 -4.02 -3.80
39 H -0.62 -3.12 -1.57
40 H -4.59 -0.55 -1.31
41 H -6.95 -0.05 -0.88
42 H -7.88 -0.04 1.50
43 H -6.56 -1.14 3.27
44 H -4.14 -1.73 2.87
45 H -0.74 1.53 -1.92
46 H -2.21 2.12 -3.77
47 H -4.38 3.16 -3.40
48 H -5.17 3.55 -0.95
49 H -3.86 2.48 0.89
50 H -1.77 -0.36 3.02
51 H -2.77 0.12 5.36
52 H -2.93 2.50 6.13
53 H -2.44 4.38 4.47
54 H -1.55 3.90 2.25
55 I 3.06 0.57 3.57
56 C 5.16 1.07 3.40
57 C 5.81 1.72 4.45
58 C 7.23 1.74 4.55
59 C 7.98 1.26 3.55
60 C 7.37 0.83 2.36
61 C 8.14 0.46 1.22
62 C 7.44 -0.08 0.11
63 C 6.03 -0.21 0.11
64 C 5.24 0.29 1.11
65 C 5.93 0.71 2.26
66 H 5.23 2.02 5.32
67 H 7.62 2.18 5.47
68 H 9.09 1.32 3.54
69 H 9.19 0.41 1.28
70 H 7.92 -0.36 -0.82
71 H 5.55 -0.86 -0.63
72 C 2.50 -0.76 -5.38
73 N 2.79 -0.26 -4.04
74 C 3.36 1.04 -3.78
75 C 3.28 1.01 -2.26
76 O 3.31 2.00 -1.42
77 N 3.06 -0.25 -1.81
78 C 2.77 -1.06 -2.91
79 N 2.46 -2.36 -2.86
80 H 2.38 0.06 -6.10
81 H 1.50 -1.28 -5.43
82 H 3.27 -1.44 -5.75
83 H 2.79 1.81 -4.27
84 H 4.41 1.12 -4.15
85 H 2.71 -2.86 -2.00
86 H 2.53 -2.94 -3.69

As for the net charge: +1. Its HOMO-LUMO gap (alpha / beta) is 0.1252 / 0.1125 Ha. As for the HOMO energy (alpha / beta): -6.32 / -8.82 eV. Its spin multiplicity is 8. The LUMO energy (alpha / beta) is -2.92 / -5.76 eV. Its total energy is -8496.37215 Ha.


(2)
Molecular formula: C40H34As2Br2ClN3O10Ru
Method: DFT, wB97M-V/def2-TZVPD

Geometry (Å):
1 Ru -0.28 -0.85 3.14
2 Cl 2.34 -1.08 9.94
3 C 1.55 -0.69 8.44
4 C 0.25 -0.16 8.50
5 C -0.46 0.14 7.32
6 C 0.19 -0.07 6.07
7 O -0.45 0.28 4.99
8 C 1.45 -0.78 6.02
9 C 2.12 -1.22 4.80
10 N 1.47 -1.60 3.69
11 C 1.98 -2.40 2.69
12 C 3.31 -2.73 2.46
13 C 3.62 -3.64 1.44
14 C 2.63 -4.29 0.71
15 C 1.29 -3.87 0.83
16 C 0.20 -4.47 0.15
17 C -1.13 -4.04 0.46
18 C -1.31 -2.97 1.30
19 N -0.29 -2.48 1.97
20 C 0.99 -2.96 1.87
21 C 2.20 -0.94 7.20
22 H -0.14 0.16 9.45
23 H -1.51 0.48 7.34
24 H 3.19 -1.56 4.85
25 H 4.12 -2.24 2.97
26 H 4.64 -3.94 1.23
27 H 2.85 -5.05 -0.08
28 H 0.37 -5.16 -0.67
29 H -1.99 -4.57 0.07
30 H -2.27 -2.47 1.40
31 H 3.17 -1.41 7.24
32 C -3.73 -0.85 3.40
33 C -3.17 0.33 2.66
34 C -4.06 1.29 2.08
35 C -3.57 2.42 1.47
36 C -2.14 2.65 1.52
37 C -1.47 3.83 1.12
38 Br -2.49 5.05 0.13
39 C -0.17 4.15 1.54
40 C 0.57 3.19 2.20
41 Br 2.15 3.62 3.06
42 C 0.09 1.86 2.27
43 O 0.84 0.84 2.61
44 C -1.33 1.63 2.08
45 N -1.85 0.46 2.51
46 H -3.66 -0.69 4.48
47 H -4.80 -0.95 3.17
48 H -3.19 -1.78 3.13
49 H -5.14 1.11 2.19
50 H -4.29 3.15 1.05
51 H 0.24 5.13 1.37
52 C 3.21 0.54 0.31
53 O 2.06 0.43 -0.59
54 C 2.54 0.54 -1.89
55 O 3.73 0.77 -2.13
56 C 1.44 0.38 -2.88
57 C 1.63 -0.12 -4.13
58 As 1.57 1.37 -5.50
59 C 2.32 2.74 -4.35
60 C -0.43 1.78 -5.21
61 C -1.18 1.50 -4.11
62 As -0.38 1.07 -2.23
63 C -1.32 -0.69 -2.21
64 C -2.62 1.55 -3.95
65 O -3.46 0.94 -4.59
66 O -2.99 2.45 -2.99
67 C -4.44 2.49 -2.81
68 C -1.07 2.45 -6.41
69 O -1.96 3.28 -6.40
70 O -0.50 1.96 -7.57
71 C -0.95 2.66 -8.72
72 C 1.79 -1.51 -4.56
73 O 1.74 -1.86 -5.73
74 O 1.77 -2.44 -3.53
75 C 2.14 -3.76 -4.04
76 H 2.75 0.60 1.29
77 H 3.69 1.47 0.08
78 H 3.84 -0.36 0.13
79 H 3.15 2.23 -3.86
80 H 1.57 3.08 -3.63
81 H 2.63 3.57 -5.00
82 H -2.38 -0.68 -2.08
83 H -0.80 -1.27 -1.42
84 H -1.18 -1.10 -3.21
85 H -4.81 3.35 -3.35
86 H -4.62 2.77 -1.76
87 H -4.93 1.58 -3.11
88 H -0.20 2.50 -9.54
89 H -0.98 3.76 -8.51
90 H -1.96 2.38 -9.02
91 H 3.20 -3.77 -4.34
92 H 1.51 -3.98 -4.96
93 H 1.96 -4.51 -3.27

As for the net charge: +1. Its HOMO-LUMO gap (alpha / beta) is 0.1990 / 0.1853 Ha. As for the HOMO energy (alpha / beta): -9.81 / -10.12 eV. The value obtained for the energy relative to the best compared isomer or geometry (same formula, charge and spin) is 0.00 kcal/mol. Its spin multiplicity is 6. The LUMO energy (alpha / beta) is -4.40 / -5.08 eV. Its total energy is -12635.59363 Ha.


(3)
Molecular formula: C40H34AsCrF5N2O5S3
Method: DFT, wB97M-V/def2-TZVPD

Geometry (Å):
1 Cr 0.46 -1.32 -0.34
2 C -2.46 -5.37 -0.60
3 C -1.65 -4.41 -1.50
4 C -2.51 -3.27 -2.01
5 C -3.40 -3.53 -3.04
6 C -4.29 -2.55 -3.49
7 C -4.26 -1.30 -2.91
8 C -3.35 -0.99 -1.90
9 C -3.36 0.42 -1.33
10 C -3.14 1.48 -2.41
11 C -2.47 -1.98 -1.46
12 N -1.55 -1.72 -0.35
13 C -1.99 -2.06 0.84
14 C -1.15 -1.90 1.95
15 C -1.24 -2.24 3.31
16 C -0.01 -1.91 3.87
17 C 0.78 -1.38 2.82
18 N 0.09 -1.36 1.68
19 H -1.83 -6.20 -0.28
20 H -3.33 -5.77 -1.13
21 H -2.81 -4.85 0.30
22 H -1.27 -4.96 -2.36
23 H -0.80 -4.03 -0.95
24 H -3.41 -4.52 -3.49
25 H -4.99 -2.78 -4.28
26 H -4.96 -0.54 -3.24
27 H -2.60 0.52 -0.56
28 H -4.33 0.60 -0.85
29 H -2.15 1.39 -2.84
30 H -3.26 2.49 -2.00
31 H -3.86 1.37 -3.23
32 H -2.99 -2.47 0.94
33 H -2.10 -2.68 3.80
34 H 0.30 -2.04 4.89
35 H 1.80 -1.03 2.86
36 S 0.75 -2.18 -2.53
37 C 0.37 -0.98 -3.75
38 C -0.06 -1.41 -5.02
39 C -0.34 -0.49 -6.01
40 C -0.21 0.87 -5.76
41 C 0.21 1.30 -4.51
42 C 0.52 0.39 -3.50
43 As 1.04 0.88 -1.65
44 C 2.98 0.65 -1.80
45 C 3.77 1.09 -0.75
46 C 5.15 0.93 -0.81
47 C 5.74 0.35 -1.93
48 C 4.95 -0.09 -2.98
49 C 3.56 0.06 -2.91
50 C 1.04 2.81 -2.01
51 C -0.14 3.54 -1.87
52 C -0.21 4.88 -2.22
53 C 0.93 5.54 -2.69
54 C 2.12 4.84 -2.77
55 C 2.18 3.48 -2.44
56 H -0.17 -2.48 -5.19
57 H -0.66 -0.83 -6.99
58 H -0.44 1.60 -6.54
59 H 0.31 2.36 -4.32
60 H 3.30 1.54 0.12
61 H 5.77 1.27 0.02
62 H 6.82 0.24 -1.98
63 H 5.40 -0.55 -3.85
64 H 2.95 -0.29 -3.73
65 H -1.01 3.06 -1.46
66 H -1.15 5.42 -2.12
67 H 0.88 6.58 -2.97
68 H 3.03 5.34 -3.09
69 H 3.12 2.96 -2.54
70 F 2.13 3.77 7.10
71 C 1.53 3.44 5.96
72 C 2.25 2.90 4.92
73 F 3.56 2.74 5.05
74 C 1.62 2.54 3.74
75 F 2.40 2.05 2.79
76 C 0.26 2.70 3.57
77 S -0.74 2.30 2.15
78 C -0.43 3.27 4.63
79 F -1.75 3.47 4.52
80 C 0.18 3.63 5.81
81 F -0.53 4.16 6.81
82 C 3.50 -3.59 -0.96
83 S 2.52 -2.91 0.32
84 O 1.11 -3.36 0.12
85 O 3.13 -3.31 1.55
86 O 2.47 -1.43 0.09
87 H 4.42 -2.99 -1.01
88 H 3.72 -4.62 -0.67
89 H 2.96 -3.54 -1.90
90 O 0.17 1.35 1.22
91 O 1.11 2.10 0.36

As for the net charge: -1. Its HOMO-LUMO gap (alpha / beta) is 0.2587 / 0.2781 Ha. As for the HOMO energy (alpha / beta): -5.14 / -5.20 eV. The value obtained for the energy relative to the best compared isomer or geometry (same formula, charge and spin) is 13.19 kcal/mol. Its spin multiplicity is 4. The LUMO energy (alpha / beta) is 1.90 / 2.37 eV. Its total energy is -7004.51434 Ha.


(4)
Molecular formula: C40H34Br3Cl3N6O8RuS2
Method: DFT, wB97M-V/def2-TZVPD

Geometry (Å):
1 Ru 1.62 1.16 0.81
2 Br 6.65 0.38 1.08
3 C 5.46 0.78 2.44
4 C 5.90 0.97 3.74
5 C 5.01 1.26 4.77
6 Br 5.68 1.48 6.49
7 C 3.59 1.40 4.53
8 C 2.62 1.68 5.50
9 C 1.30 1.79 5.12
10 C 0.95 1.62 3.78
11 N 1.86 1.35 2.85
12 C 3.15 1.24 3.22
13 C 4.07 0.90 2.14
14 O 3.59 0.69 0.99
15 H 6.95 0.88 3.96
16 H 2.91 1.81 6.54
17 H 0.53 2.01 5.85
18 H -0.07 1.73 3.44
19 Cl 1.02 -5.44 -4.44
20 C 0.50 -3.80 -4.52
21 C -0.25 -3.26 -3.49
22 C -0.65 -1.94 -3.57
23 C -0.33 -1.14 -4.66
24 C -0.80 0.30 -4.65
25 C 0.34 1.33 -4.57
26 N 1.12 1.11 -3.35
27 C 2.32 0.44 -3.28
28 C 2.64 0.38 -1.96
29 N 1.65 1.01 -1.24
30 C 0.75 1.44 -2.11
31 O -1.59 0.63 -5.77
32 C -2.95 0.93 -5.45
33 C -3.03 2.28 -4.78
34 C -3.22 2.51 -3.45
35 Cl -3.53 1.35 -2.22
36 S -3.12 4.18 -3.04
37 C -2.81 4.59 -4.67
38 C -2.79 3.50 -5.47
39 C 0.42 -1.72 -5.69
40 Cl 0.89 -0.80 -7.09
41 C 0.83 -3.04 -5.63
42 H -0.52 -3.88 -2.64
43 H -1.27 -1.52 -2.78
44 H -1.37 0.42 -3.73
45 H -0.10 2.33 -4.54
46 H 1.01 1.26 -5.41
47 H 2.82 0.06 -4.15
48 H 3.50 -0.06 -1.49
49 H -0.15 1.98 -1.88
50 H -3.38 0.15 -4.83
51 H -3.48 0.96 -6.40
52 H -2.68 5.63 -4.95
53 H -2.62 3.55 -6.54
54 H 1.41 -3.46 -6.43
55 C -2.89 -7.43 4.57
56 C -2.85 -6.05 3.92
57 S -1.48 -5.12 4.57
58 O -0.25 -5.83 4.29
59 O -1.78 -4.69 5.91
60 C -1.42 -3.62 3.56
61 C -0.54 -3.84 2.33
62 N -0.36 -2.58 1.59
63 C 0.68 -1.74 1.76
64 N 0.52 -0.65 1.01
65 C -0.65 -0.80 0.31
66 C -1.20 -1.99 0.67
67 N -2.43 -2.55 0.18
68 O -2.91 -1.99 -0.78
69 O -2.88 -3.52 0.76
70 C 1.85 -2.02 2.63
71 H -3.70 -8.01 4.13
72 H -3.07 -7.35 5.64
73 H -1.96 -7.96 4.41
74 H -3.74 -5.46 4.15
75 H -2.72 -6.11 2.84
76 H -0.99 -2.88 4.23
77 H -2.43 -3.33 3.30
78 H -0.96 -4.59 1.66
79 H 0.44 -4.18 2.64
80 H -1.03 -0.06 -0.37
81 H 2.18 -3.05 2.52
82 H 1.62 -1.85 3.68
83 H 2.68 -1.38 2.33
84 Br -2.56 8.58 -0.13
85 C -1.62 6.97 0.14
86 C -0.32 6.86 -0.32
87 C 0.37 5.67 -0.13
88 C -0.27 4.60 0.49
89 C -1.58 4.72 0.96
90 C -2.25 5.92 0.80
91 C 0.43 3.33 0.64
92 O 1.71 3.26 0.69
93 O -0.19 2.20 0.71
94 H 0.16 7.69 -0.82
95 H 1.39 5.56 -0.47
96 H -2.07 3.88 1.43
97 H -3.27 6.04 1.15

As for the net charge: +2. Its HOMO-LUMO gap (alpha / beta) is 0.1374 / 0.1397 Ha. As for the HOMO energy (alpha / beta): -12.84 / -12.84 eV. The LUMO energy (alpha / beta) is -9.11 / -9.04 eV. Its total energy is -12468.46864 Ha.


(5)
Molecular formula: C40H34CaClN8O4PS5Se
Method: DFT, wB97M-V/def2-TZVPD

Geometry (Å):
1 Ca -1.30 -0.50 1.55
2 O 4.73 -2.85 -2.22
3 C 4.79 -2.30 -1.11
4 O 5.77 -1.98 -0.41
5 C 3.41 -1.96 -0.48
6 C 3.30 -1.32 0.74
7 C 2.05 -1.01 1.26
8 N 0.92 -1.34 0.62
9 C 1.02 -1.97 -0.56
10 C 2.23 -2.29 -1.14
11 C -0.24 -2.39 -1.24
12 C -0.30 -2.45 -2.63
13 C -1.45 -2.92 -3.23
14 C -2.51 -3.33 -2.43
15 C -2.37 -3.20 -1.06
16 N -1.28 -2.72 -0.47
17 C 1.91 -0.25 2.54
18 C 3.01 0.28 3.20
19 C 2.80 1.08 4.31
20 C 1.51 1.29 4.76
21 C 0.47 0.69 4.07
22 N 0.67 -0.06 2.99
23 H 4.23 -1.08 1.25
24 H 2.31 -2.81 -2.08
25 H 0.54 -2.12 -3.22
26 H -1.52 -2.96 -4.31
27 H -3.42 -3.72 -2.86
28 H -3.19 -3.47 -0.41
29 H 4.01 0.15 2.82
30 H 3.64 1.56 4.79
31 H 1.30 1.93 5.60
32 H -0.57 0.82 4.36
33 Se -5.64 -0.14 -5.43
34 N -3.99 0.39 -4.96
35 C -3.87 0.17 -3.68
36 C -2.67 0.48 -2.91
37 C -1.56 1.09 -3.50
38 C -0.47 1.36 -2.72
39 C -0.50 1.00 -1.37
40 N -1.54 0.40 -0.81
41 C -2.63 0.14 -1.56
42 C -3.79 -0.49 -0.89
43 N -3.65 -0.84 0.40
44 C -4.69 -1.35 1.03
45 C -5.93 -1.57 0.42
46 C -6.06 -1.28 -0.92
47 C -4.97 -0.72 -1.59
48 C -5.03 -0.42 -3.02
49 N -6.06 -0.66 -3.77
50 H -1.60 1.34 -4.55
51 H 0.41 1.85 -3.11
52 H 0.34 1.23 -0.72
53 H -4.54 -1.60 2.08
54 H -6.75 -1.97 1.00
55 H -6.98 -1.45 -1.45
56 S -5.43 0.82 3.22
57 C -3.75 0.66 3.19
58 S -2.74 1.77 2.34
59 S -2.97 -0.74 3.89
60 Cl -3.60 -5.90 3.15
61 C -2.19 -4.90 3.33
62 C -1.18 -5.26 4.20
63 C -0.08 -4.43 4.29
64 C -0.05 -3.28 3.52
65 N -1.03 -2.94 2.69
66 C -2.09 -3.73 2.60
67 H -1.26 -6.17 4.78
68 H 0.74 -4.66 4.96
69 H 0.79 -2.60 3.56
70 H -2.89 -3.42 1.94
71 C 3.38 1.46 -1.83
72 C 4.35 2.36 -1.09
73 C 4.99 1.66 0.10
74 O 3.71 3.61 -0.75
75 P 2.94 3.99 0.63
76 S 4.19 4.48 2.06
77 S 1.56 2.63 1.06
78 O 2.27 5.38 0.13
79 C 1.60 5.67 -1.11
80 C 2.61 6.17 -2.13
81 C 0.74 4.54 -1.65
82 H 3.90 0.58 -2.20
83 H 2.95 2.00 -2.69
84 H 2.57 1.15 -1.17
85 H 5.14 2.67 -1.78
86 H 4.23 1.42 0.84
87 H 5.73 2.30 0.57
88 H 5.45 0.73 -0.24
89 H 0.94 6.50 -0.84
90 H 3.27 5.36 -2.43
91 H 3.22 6.96 -1.70
92 H 2.09 6.56 -3.01
93 H 1.36 3.69 -1.94
94 H 0.21 4.91 -2.54
95 H 0.02 4.20 -0.92

As for the net charge: -2. Its HOMO-LUMO gap is 0.1646 Ha. As for the HOMO energy: -1.98 eV. The value obtained for the energy relative to the best compared isomer or geometry (same formula, charge and spin) is 0.00 kcal/mol. The LUMO energy is 2.50 eV. Its total energy is -8155.67013 Ha.


Question: Which of these has the lowest net charge?
Answer: C40H34CaClN8O4PS5Se


Question: Which of these has the highest total energy?
Answer: C40H34AsCrF5N2O5S3


Question: Number 3 is which compound?
Answer: C40H34AsCrF5N2O5S3


Question: Which of these has the lowest net charge?
Answer: C40H34CaClN8O4PS5Se